ORCA calculation (ωB97M-V/def2-TZVPD) on one molecule with the formula C7H7N.

Geometry (Å):
C 1.9873 -1.2488 -0.4090
C 0.8065 -0.9856 -0.0405
C 0.2217 0.2400 0.3382
C 0.9506 1.1894 0.9291
C -1.2075 0.3000 -0.0393
C -1.8402 1.3131 -0.6730
C -1.9566 -0.9299 0.2378
N -2.4766 -1.8598 0.6794
H 2.8904 -0.5037 -0.3540
H 2.1405 -2.3668 -0.9623
H 0.0481 -1.9193 -0.3289
H 2.0224 0.9907 1.2570
H 0.7059 2.2619 1.0767
H -2.9528 1.2336 -0.9972
H -1.3398 2.2852 -0.7140

Calculated values
frontier orbital gap = 0.336 hartree
molar mass = 105.14 g/mol
HOMO level = -9.36 eV
multiplicity = 1
F_max = 7.30 eV/A
DFT total energy = -325.5514 Ha
LUMO energy = -0.21 eV
energy relative to the best compared isomer or geometry (same formula, charge and spin) = 67.4 kcal per mole